1.
27
Properties=species:S:1:pos:R:3 method="wB97M-V/def2-TZVPD" energy_ev=-14127.803 smiles=COCCNCCOC.O total_charge=0 relative_energy_kcal_mol=87.6 homo_energy_ev=-8.53
C 19.20181 -17.63682 -9.51979
O 20.48257 -17.55284 -10.18692
C 20.47123 -18.24942 -11.43384
C 19.57461 -17.70165 -12.51618
N 19.98727 -16.26322 -12.85117
C 19.23626 -15.69062 -13.89837
C 19.79906 -14.35002 -14.19549
O 19.54440 -13.34236 -13.20359
C 18.15229 -12.85406 -12.99111
H 18.64405 -16.74635 -9.80972
H 19.45279 -17.52325 -8.46518
H 18.60822 -18.54648 -9.61073
H 20.30494 -19.28570 -11.13961
H 21.52008 -18.06602 -11.66705
H 18.53393 -17.62680 -12.20075
H 19.77173 -18.24250 -13.44177
H 20.01190 -15.64337 -12.05413
H 18.15288 -15.60343 -13.98077
H 19.52876 -16.33750 -14.72546
H 19.37561 -14.04136 -15.15127
H 20.84947 -14.54421 -14.41235
H 17.45459 -13.57155 -12.55923
H 17.75714 -12.33233 -13.86274
H 18.31244 -12.09910 -12.22138
O 20.11317 -19.61937 -15.70117
H 19.69609 -20.17697 -16.35794
H 21.05176 -19.74556 -15.84032

2.
29
Properties=species:S:1:pos:R:3 method="wB97M-V/def2-TZVPD" energy_ev=-34248.560 total_charge=+1 relative_energy_kcal_mol=5.1 homo_energy_ev=-14.36
C 0.48712 -1.85917 1.53795
C -0.72003 0.48221 2.67626
C 1.77146 0.75767 1.07160
C -0.21058 1.97020 -2.05034
C -1.12961 -1.07370 -1.01216
C 0.00602 -1.38716 -2.00172
N -0.78819 0.01882 -0.12608
O -2.55900 1.66127 -0.87345
O -0.63775 2.35131 0.52969
O 1.23098 -1.14382 -1.33314
P 0.18752 -0.10316 1.22347
S -1.17331 1.61573 -0.57624
H 0.99035 -2.32949 0.69973
H -0.45076 -2.36913 1.74815
H 1.12334 -1.92726 2.41791
H -0.82937 1.56276 2.64824
H -0.17257 0.19173 3.57126
H -1.70798 0.02455 2.69258
H 1.59668 1.82206 0.93533
H 2.34057 0.34771 0.24157
H 2.32070 0.60251 1.99875
H -0.15161 3.05017 -2.12582
H 0.77766 1.54667 -1.92997
H -0.72859 1.56927 -2.91148
H -2.03352 -0.77147 -1.54368
H -1.35938 -1.95854 -0.41752
H -0.06512 -0.75424 -2.89358
H -0.06989 -2.43452 -2.31291
H 1.95487 -1.46301 -1.88438

3.
26
Properties=species:S:1:pos:R:3 method="wB97M-V/def2-TZVPD" energy_ev=-17909.153 smiles="C/N=[SiH]/C(C)(C)C.CO" total_charge=0 relative_energy_kcal_mol=110.4 homo_energy_ev=-9.24
C 3.09274 -0.14246 0.43070
C 0.99651 -1.10999 1.25667
C 1.45455 -1.34725 -1.19084
C -1.40150 2.77655 0.12540
C -3.48585 -0.94038 -0.50514
C 1.60379 -0.46014 0.00539
N -0.65745 1.48676 0.18039
O -3.14930 -0.50710 0.83987
Si 0.85253 1.27964 -0.31642
H 3.67688 0.41738 -0.37826
H 3.20948 0.30760 1.33196
H 3.56224 -1.02299 0.45243
H 0.15337 -1.61843 1.00287
H 0.64683 -0.49650 1.94159
H 1.68369 -1.90517 1.63328
H 1.31932 -2.35531 -0.89092
H 0.64581 -1.11157 -1.76624
H 2.27657 -1.43257 -1.72771
H -1.08474 3.44679 0.85335
H -1.47731 3.32239 -0.82425
H -2.39147 2.41375 0.34868
H -3.85922 -1.92628 -0.36402
H -2.57210 -0.67046 -1.17345
H -4.25673 -0.23084 -0.77253
H -2.39007 0.03732 0.93257
H 1.55145 1.78926 -1.42535

4.
28
Properties=species:S:1:pos:R:3 method="wB97M-V/def2-TZVPD" energy_ev=-11661.988 smiles=CN(C)B(N(C)C)N(C)C total_charge=0 relative_energy_kcal_mol=0.0 homo_energy_ev=-8.02
B -0.03319 -0.02097 -0.00924
N -0.85532 1.14372 0.33865
N -0.69097 -1.29763 -0.37649
N 1.42325 0.11444 -0.01742
C -2.20983 1.34131 -0.19669
C -0.32576 2.28287 1.06988
C -1.96961 -1.63926 0.22400
C 0.00770 -2.37607 -1.01516
C 2.07957 1.06420 -0.90314
C 2.34544 -0.64854 0.83356
H -2.22814 0.92296 -1.20845
H -2.48257 2.40415 -0.26333
H -2.96191 0.78639 0.41323
H 0.20484 2.95997 0.38416
H 0.38654 1.93136 1.77578
H -1.07224 2.83339 1.61773
H -2.81765 -1.36737 -0.40794
H -1.97632 -1.11045 1.18852
H -1.99200 -2.70414 0.45765
H 0.90438 -2.03544 -1.52934
H -0.58274 -2.83301 -1.79259
H 0.32920 -3.17111 -0.34053
H 1.30245 1.59394 -1.42540
H 2.71162 1.80667 -0.36408
H 2.68052 0.56812 -1.64517
H 3.38619 -0.50296 0.51969
H 2.14109 -1.70058 0.78621
H 2.29545 -0.34595 1.88591

5.
32
Properties=species:S:1:pos:R:3 method="wB97M-V/def2-TZVPD" energy_ev=-89045.478 total_charge=0 relative_energy_kcal_mol=18.0 homo_energy_ev=-9.14
Li -2.22041 0.71428 0.43320
Br 0.10109 1.38648 0.77190
C -1.17636 -2.09739 -0.19457
C -1.57034 -2.79422 -1.52998
O -2.68995 -3.64726 -1.36973
O -2.30538 -1.49870 0.39644
H -0.38012 -1.35780 -0.27893
H -0.76165 -2.96334 0.32142
H -0.75355 -3.48891 -1.72583
H -1.72442 -2.05241 -2.31360
H -3.35409 -3.01975 -1.07520
H -3.19886 -1.84421 0.33401
C 1.27726 -1.75100 4.16841
C 2.21487 -0.99320 3.16286
O 2.09509 0.32610 3.53448
O 0.02255 -1.59013 3.55693
H 1.46688 -1.39339 5.18047
H 1.63825 -2.77933 4.18664
H 1.97161 -1.25933 2.13422
H 3.21358 -1.40405 3.31082
H 1.88777 0.85578 2.76114
H -0.12960 -0.68244 3.28389
C 0.22403 3.46416 -3.75129
C 1.13354 3.39939 -2.49945
O 0.70807 4.22039 -1.33516
O -1.19152 3.20385 -3.46460
H 0.50527 2.64532 -4.41347
H 0.38734 4.41423 -4.26002
H 2.13454 3.69018 -2.81812
H 1.19529 2.31624 -2.39424
H 0.73391 3.69273 -0.53359
H -1.45466 2.28774 -3.57905

6.
28
Properties=species:S:1:pos:R:3 method="wB97M-V/def2-TZVPD" energy_ev=-82700.763 total_charge=-1 relative_energy_kcal_mol=18.6 homo_energy_ev=-4.72
Br -2.22201 0.61122 -0.92774
C -0.85207 -2.89227 -4.02797
C -0.83114 -1.38124 -3.97424
O 0.01801 -1.02108 -2.89547
H -1.37437 -3.29349 -4.89649
H -1.45039 -3.18612 -3.16555
H 0.12790 -3.35056 -3.89474
H -1.78807 -0.86036 -3.94172
H -0.37051 -1.07308 -4.91283
H -0.58342 -0.79660 -2.18169
C 2.94491 3.30444 0.98586
C 1.82239 2.23483 0.76285
O 0.75708 2.73373 0.10035
H 2.58520 4.26382 1.35774
H 3.43416 3.59973 0.05767
H 3.65860 3.02626 1.76133
H 1.47271 1.90369 1.74069
H 2.23671 1.35070 0.27833
H 0.07515 2.06142 0.16807
C -0.45110 -0.47843 3.63612
C -1.69394 -1.03125 3.04573
O -1.28019 -1.69970 1.79936
H 0.11666 0.09337 2.90209
H 0.16490 -1.29115 4.02100
H -0.60752 0.11988 4.53371
H -2.33383 -0.17409 2.83619
H -2.18469 -1.72036 3.73304
H -1.39114 -1.05331 1.09832

7.
32
Properties=species:S:1:pos:R:3 method="wB97M-V/def2-TZVPD" energy_ev=-32154.026 spin_multiplicity=2 total_charge=0 homo_energy_ev="-6.49 / -9.37"
Sr 7.02792 -21.36496 21.09867
Cl 5.72329 -20.42069 23.52472
C 5.48340 -23.24346 26.25118
C 5.92107 -24.63174 26.02087
O 4.83128 -25.41763 26.24058
O 6.59311 -22.45974 26.06694
H 5.05783 -22.96021 27.21386
H 4.79428 -22.91097 25.47487
H 6.67940 -25.08128 26.66191
H 6.18621 -24.64217 24.96367
H 4.96128 -26.32465 25.95418
H 6.35475 -21.76083 25.45349
C 9.34938 -18.26174 23.93327
C 9.47547 -18.94204 25.32945
O 8.24782 -19.58917 25.54718
O 8.68487 -17.04416 24.23092
H 8.71093 -18.85376 23.27754
H 10.22835 -17.86685 23.42378
H 9.64134 -18.15192 26.06178
H 10.32834 -19.61643 25.40622
H 7.65791 -19.30941 24.84338
H 8.51880 -16.54525 23.42774
C 2.21194 -18.15321 24.01247
C 3.19352 -17.92847 25.17411
O 3.63142 -19.16704 25.60522
O 2.68462 -18.85184 22.79812
H 1.96894 -17.10272 23.85269
H 1.30195 -18.64642 24.35418
H 2.71843 -17.33208 25.95303
H 4.03520 -17.38038 24.75071
H 4.29931 -19.62422 25.08895
H 3.45988 -19.37981 23.00262

8.
36
Properties=species:S:1:pos:R:3 method="wB97M-V/def2-TZVPD" energy_ev=-54462.439 smiles="CCN(PP(=O)(O)O)S(=O)(=O)F.COCCOC" total_charge=0 homo_energy_ev=-8.99
C 1.08122 5.49931 0.94325
C 0.57381 4.35587 -0.09867
N 0.05299 3.07970 0.47928
P -1.20045 3.26840 1.71608
P -2.99950 2.25935 0.90441
O -3.54771 1.20088 1.94389
O -4.11724 3.52870 0.48432
O -2.48450 1.49542 -0.60639
S 1.25768 1.89233 0.85332
O 2.70560 2.23570 0.43433
O 1.25932 1.48659 2.37892
F 0.79716 0.43189 0.00696
H 0.89381 6.55318 0.41372
H 2.25291 5.46674 1.13848
H 0.52169 5.55941 1.96648
H -0.27772 4.83438 -0.77927
H 1.47439 4.14630 -0.84548
H -1.55094 4.67093 1.93504
H -4.29327 3.37926 -0.50518
H -2.10690 2.28134 -1.13780
C 1.93616 -2.77463 -0.48292
O 1.61636 -3.58505 -1.60872
C 1.67728 -4.98229 -1.30492
C 0.27637 -5.56668 -1.10088
O -0.34048 -5.03826 0.07726
C -1.30241 -4.03243 -0.22341
H 1.66452 -1.74282 -0.71498
H 1.38639 -3.08544 0.41112
H 3.01106 -2.81988 -0.28894
H 2.31256 -5.16548 -0.43044
H 2.14167 -5.47496 -2.16575
H 0.36616 -6.64799 -0.95437
H -0.35352 -5.39803 -1.98278
H -2.20005 -4.49546 -0.64854
H -0.90810 -3.28538 -0.91633
H -1.57635 -3.53095 0.70892

9.
36
Properties=species:S:1:pos:R:3 method="wB97M-V/def2-TZVPD" energy_ev=-41990.075 total_charge=0 relative_energy_kcal_mol=146.9 homo_energy_ev=-8.73
Hg -0.80535 0.55681 0.52123
S -4.55106 -0.51668 2.32933
O -3.18287 -0.46076 2.89136
O -4.23863 -0.09280 0.98941
O -4.95896 -1.92058 2.40753
O -5.55381 0.37886 2.96072
C 0.13839 -0.22765 -4.03316
C 0.27215 1.28173 -4.00148
O 0.80590 1.55376 -2.67084
O -0.54239 -0.64222 -2.86149
H 1.12829 -0.65441 -3.87165
H -0.34572 -0.57077 -4.94749
H -0.68402 1.75456 -4.22572
H 0.89185 1.64935 -4.81935
H 1.39694 2.28769 -2.85418
H -0.35525 -1.57661 -2.74526
C -0.67969 4.38895 2.87596
C 0.82254 4.07178 3.13576
O 1.20937 2.89066 2.47427
O -1.02556 4.17391 1.53739
H -0.85282 5.42119 3.18024
H -1.27598 3.66869 3.43611
H 1.00331 3.96753 4.20560
H 1.39714 4.89175 2.70497
H 2.16775 2.85218 2.51469
H -1.42349 5.01621 1.30544
C 1.82731 -5.04133 -0.47533
C 2.44238 -3.78980 0.13163
O 1.52264 -2.97029 0.78841
O 0.92614 -4.89353 -1.57087
H 1.49955 -5.70130 0.32786
H 2.68160 -5.57173 -0.89600
H 2.82008 -3.19794 -0.70213
H 3.22450 -3.99095 0.86370
H 1.06305 -3.55399 1.39642
H 1.23479 -5.43225 -2.30308